Arrangement i

ORCA calculation (ωB97M-V/def2-TZVPD) on 2 unconnected molecules or ions with the total composition C9H14.

CARTESIAN COORDINATES (ANGSTROEM)
C  1.0098  -0.0338  -1.8744
C  1.3521  -0.0450  -3.3754
H  0.0906  -0.5881  -1.7189
H  1.7975  -0.2452  -1.1507
H  0.8777  1.0060  -1.5265
H  0.4773  -0.4335  -3.9065
H  2.0919  -0.8112  -3.6060
H  1.5154  0.9582  -3.7386
C  -1.3820  1.9597  0.8165
C  -0.8317  0.6015  1.1117
C  0.5399  0.4862  1.4817
C  -1.6602  -0.4651  1.0806
C  0.9815  -0.7235  1.9588
C  -1.2059  -1.6980  1.6574
C  0.0688  -1.8152  2.0637
H  -2.4286  1.9103  0.5053
H  -0.9045  2.5087  -0.0024
H  1.1953  1.3042  1.2141
H  -2.6626  -0.4480  0.6869
H  1.9902  -0.8223  2.3281
H  -1.9149  -2.5160  1.6389
H  0.3693  -2.6773  2.6496
H  -1.3670  2.5872  1.7062

* charge: 0
* SMILES string: Cc1ccccc1.CC

The computed natural (NBO) charges, all in e, follow: -0.62 -0.62 0.21 0.21 0.20 0.20 0.21 0.21 -0.63 0.00 -0.22 -0.22 -0.20 -0.20 -0.23 0.21 0.22 0.21 0.21 0.21 0.21 0.21 0.22

***

Arrangement ii

ORCA calculation (ωB97M-V/def2-TZVPD) on 2 unconnected molecules or ions with the total composition C9H14.

CARTESIAN COORDINATES (ANGSTROEM)
C  -2.4152  0.2945  2.9469
C  -3.4818  0.7353  1.9767
H  -1.4384  0.6478  2.6331
H  -2.7640  0.5907  3.9332
H  -2.3943  -0.7952  2.9439
H  -3.4206  0.5060  0.9067
H  -3.7058  1.8144  1.9187
H  -4.4762  0.3680  2.2392
C  0.0250  -1.7698  0.5731
C  1.6883  -0.2088  -2.4578
C  1.0480  -1.1473  -1.6416
C  1.8827  1.1031  -2.0456
C  0.6379  -0.7699  -0.3716
C  1.5876  1.4053  -0.7135
C  0.9101  0.5228  0.1061
H  1.9678  -0.5608  -3.4437
H  0.8480  -2.1578  -1.9588
H  2.3922  1.7299  -2.7627
H  1.8048  2.3768  -0.2822
H  0.3824  -2.7997  0.5639
H  -1.0197  -1.8902  0.2438
H  0.5804  0.8095  1.0935
H  0.0163  -1.4756  1.6210

* charge: 0
* SMILES string: Cc1ccccc1.CC

The computed natural (NBO) charges, all in e, follow: -0.61 -0.62 0.20 0.21 0.20 0.21 0.20 0.20 -0.64 -0.19 -0.23 -0.24 0.00 -0.19 -0.23 0.21 0.21 0.22 0.21 0.22 0.22 0.21 0.22

***

Arrangement iii

ORCA calculation (ωB97M-V/def2-TZVPD) on 2 unconnected molecules or ions with the total composition C9H14.

CARTESIAN COORDINATES (ANGSTROEM)
C  -0.9853  -1.8763  -0.4409
C  1.6059  -0.3664  1.7909
C  0.8221  0.1407  2.7948
C  0.9496  -0.7403  0.6217
C  -0.4365  -0.9727  0.6260
C  -0.5603  0.0838  2.7577
C  -1.2255  -0.4885  1.6629
H  2.6835  -0.3886  1.8389
H  1.3457  0.5353  3.6621
H  1.5072  -1.0659  -0.2507
H  -1.0861  0.4612  3.6267
H  -2.0739  -1.9154  -0.5315
H  -0.6311  -2.8916  -0.2629
H  -2.2804  -0.7073  1.7476
H  -0.6483  -1.5213  -1.4090
C  -0.3897  1.2330  -2.7410
C  0.7122  1.6894  -1.8308
H  -0.1258  1.1784  -3.7976
H  -0.7812  0.2395  -2.5141
H  -1.2744  1.8639  -2.6040
H  1.5381  0.9794  -1.8056
H  0.2621  1.8457  -0.8470
H  1.0722  2.6839  -2.0944

* charge: 0
* SMILES string: Cc1ccccc1.CC

The computed natural (NBO) charges, all in e, follow: -0.63 -0.20 -0.23 -0.21 -0.02 -0.20 -0.22 0.21 0.21 0.21 0.21 0.22 0.22 0.21 0.22 -0.60 -0.61 0.20 0.20 0.20 0.20 0.21 0.20

***

Arrangement iv

ORCA calculation (ωB97M-V/def2-TZVPD) on 2 unconnected molecules or ions with the total composition C9H14.

CARTESIAN COORDINATES (ANGSTROEM)
C  1.1364  1.8661  -2.6829
C  -0.3914  1.7684  -2.4843
H  1.7048  1.2405  -1.9970
H  1.4515  1.6470  -3.7082
H  1.4297  2.9032  -2.5319
H  -0.5812  1.6256  -1.4162
H  -0.9062  1.0283  -3.0870
H  -0.7863  2.7467  -2.7442
C  -0.9841  -0.7544  3.4332
C  0.4984  -1.1834  -0.5648
C  -0.8576  -1.2505  -0.3304
C  1.3890  -1.0098  0.4906
C  -1.3358  -1.0943  0.9612
C  0.9019  -0.9083  1.7854
C  -0.4672  -0.9425  2.0281
H  0.9615  -1.3393  -1.5267
H  -1.5210  -1.4028  -1.1790
H  2.4536  -0.9565  0.3310
H  -2.4038  -1.1119  1.1685
H  1.5607  -0.8116  2.6461
H  -0.6939  -1.6261  4.0289
H  -2.0507  -0.5348  3.4728
H  -0.5084  0.1004  3.9068

* charge: 0
* SMILES string: Cc1ccccc1.CC

The computed natural (NBO) charges, all in e, follow: -0.61 -0.61 0.20 0.20 0.20 0.21 0.20 0.20 -0.63 -0.23 -0.21 -0.19 -0.21 -0.22 -0.02 0.21 0.22 0.21 0.21 0.21 0.22 0.22 0.22

***

Which of them is most stable? Easy: arrangement iv.